(1)
59
Properties=species:S:1:pos:R:3:forces:R:3 method="wB97M-V/def2-TZVPD" total_charge=+1 e_tot_ha=-3277.4016 relative_energy_kcal_mol=0.0 multiplicity=3 gap_ha="0.2317 / 0.2244"
V 0.299405 -0.533821 0.061213 0.3 -0.3 0.2
C 2.566968 -4.069261 -3.494990 0.0 0.0 0.0
C 3.303369 -3.865529 -2.333190 0.0 0.0 0.0
C 3.082783 -2.735179 -1.559843 0.0 0.0 0.0
C 2.126020 -1.803468 -1.947419 0.0 0.1 0.0
C 1.397854 -2.001612 -3.112954 -0.1 0.0 0.0
C 1.618223 -3.134322 -3.883337 0.0 0.0 0.0
N 1.850837 -0.676682 -1.115405 -0.2 0.0 0.2
C 2.544192 0.493801 -1.272001 -0.1 0.1 0.0
C 3.476905 0.775802 -2.283718 0.0 -0.1 -0.1
C 4.102387 1.999375 -2.310639 0.0 0.1 0.1
C 3.853695 2.995462 -1.344318 0.0 0.0 -0.1
C 2.973127 2.741526 -0.328935 0.0 0.0 0.1
C 2.316945 1.502799 -0.297907 0.1 0.0 -0.1
N 1.468164 1.059778 0.687872 -0.1 0.0 0.0
N 1.401376 1.575774 1.831851 0.1 0.1 -0.2
C 0.644069 0.758802 2.690629 -0.2 -0.2 0.0
C 0.438141 1.145361 4.000197 0.0 0.1 0.1
C -0.243525 0.279097 4.839877 0.0 0.0 0.0
C -0.693750 -0.936601 4.347132 0.0 0.0 0.0
C -0.462300 -1.242077 3.018681 0.0 0.0 0.0
N 0.194986 -0.415488 2.204133 -0.1 0.2 -0.2
H 2.738684 -4.950974 -4.097989 0.0 0.0 0.0
H 4.051924 -4.585589 -2.029099 0.0 0.0 0.0
H 3.644764 -2.563544 -0.649463 0.0 0.0 0.0
H 0.657353 -1.264291 -3.402908 0.0 0.0 0.0
H 1.046795 -3.285546 -4.789983 0.0 0.0 0.0
H 3.693312 0.029502 -3.036165 0.0 0.0 0.0
H 4.810227 2.202277 -3.104148 0.0 0.0 0.0
H 4.358935 3.948440 -1.406233 0.0 0.0 0.0
H 2.761152 3.469805 0.442645 0.0 0.0 0.0
H 0.822522 2.098131 4.334697 0.0 0.0 0.0
H -0.420267 0.545451 5.873377 0.0 0.0 0.0
H -1.225027 -1.635735 4.976033 0.0 0.0 0.0
H -0.815217 -2.165485 2.579639 0.0 0.0 0.0
N -4.765222 4.423024 2.449174 0.0 0.0 0.0
C -4.150550 3.494722 1.664621 0.0 0.0 0.0
C -4.908238 2.545917 0.957388 0.0 0.0 0.0
C -4.289247 1.593885 0.182974 0.0 0.0 0.0
C -2.898194 1.569036 0.104408 0.0 0.0 0.0
C -2.128405 2.505799 0.789270 -0.1 0.0 0.0
C -2.749989 3.458373 1.564393 0.0 0.0 0.0
S -2.150629 0.336075 -0.843730 -0.1 -0.2 0.0
O -0.746131 0.788346 -1.121727 0.2 0.0 0.1
O -2.939234 -0.011807 -1.981005 0.0 0.0 0.0
N -1.864729 -0.879316 0.176706 -0.1 0.1 0.1
C -1.603141 -2.119173 -0.364457 0.0 -0.2 -0.3
S -2.579609 -3.130479 -1.351760 0.1 0.1 0.1
C -1.284722 -4.270732 -1.422462 -0.1 0.0 0.0
C -0.211137 -3.829616 -0.741464 0.0 0.1 0.1
N -0.394108 -2.603124 -0.131811 0.1 0.1 -0.2
H -5.759399 4.546936 2.383314 0.0 0.0 0.0
H -4.239286 5.200042 2.805798 0.0 0.0 0.0
H -5.988921 2.573514 1.016719 0.0 0.0 0.0
H -4.874586 0.874632 -0.374893 0.0 0.0 0.0
H -1.051101 2.507080 0.690718 0.0 0.0 0.0
H -2.157149 4.198233 2.088104 0.0 0.0 0.0
H -1.388300 -5.190706 -1.973280 0.0 0.0 0.0
H 0.737013 -4.336634 -0.654331 0.0 0.0 0.0

(2)
12
Properties=species:S:1:pos:R:3:forces:R:3 method="wB97M-V/def2-TZVPD" total_charge=+1 e_tot_ha=-510.2368 relative_energy_kcal_mol=159.0 gap_ha="0.2772 / 0.2789"
H 1.091233 0.023877 -1.372134 1.1 -0.2 0.3
C 1.385241 0.087319 -0.301720 -0.3 1.1 0.4
C 0.446293 -0.813758 0.426495 1.8 -2.6 -2.9
O -0.944249 -0.797405 -0.032333 1.0 -0.3 0.7
C -1.621647 0.267623 0.207051 -0.7 -0.3 -0.2
O -2.804280 0.176763 -0.318890 0.6 0.1 -0.3
Cd -0.251116 1.718806 1.147846 -1.3 0.9 0.9
O 1.281163 1.449740 0.013521 1.3 0.9 -0.4
H 2.376153 -0.235548 0.080758 -0.1 0.0 -1.0
H 1.572961 -1.723606 -0.765372 -2.6 0.3 2.4
H 0.627670 -1.207226 1.428861 -0.4 0.1 -0.2
H -3.159424 1.053414 -0.514088 -0.4 0.1 0.4

(3)
10
Properties=species:S:1:pos:R:3:forces:R:3 method="wB97M-V/def2-TZVPD" total_charge=+1 e_tot_ha=-313.8547 relative_energy_kcal_mol=75.6 gap_ha=0.4142
C 1.269166 -0.179230 -0.360815 4.2 -2.0 1.1
N -0.107463 -0.198062 -0.180601 -1.3 0.9 1.0
N -0.918942 -0.803372 -0.875806 -2.5 0.8 1.1
N -2.306895 -0.297047 -0.250119 1.4 -2.1 -2.5
N -2.000341 0.487470 0.612861 0.3 0.9 0.9
N -0.699150 0.653619 0.722757 -1.4 -0.1 -0.1
H 1.844117 -1.043916 0.097719 -1.4 0.6 0.2
H 1.539106 -0.353656 -1.348428 -0.2 0.0 -2.2
H 1.829070 0.668629 -0.032637 -0.5 1.0 0.4
H -0.448669 1.065564 1.615069 1.4 -0.1 0.0

(4)
8
Properties=species:S:1:pos:R:3:forces:R:3 method="wB97M-V/def2-TZVPD" total_charge=-1 e_tot_ha=-1363.9094 relative_energy_kcal_mol=21.1 gap_ha=0.1735
C -1.413590 1.032723 -1.242305 -1.0 0.9 2.3
N 0.808467 -0.001122 0.250225 1.0 0.6 -0.9
O -2.056208 1.079007 -0.268151 0.6 -0.4 -1.7
S -0.444204 1.134691 -2.443335 0.1 -0.1 -1.0
S 0.591351 -2.168456 2.110515 -0.1 -1.4 0.5
S 0.945370 -0.221330 1.937574 -0.7 0.8 0.0
H -0.028669 -0.296696 -0.274861 0.6 -0.4 1.3
H 1.597482 -0.558817 -0.069663 -0.4 0.1 -0.6